64
Properties=species:S:1:pos:R:3 method="wB97M-V/def2-TZVPD" relative_energy_kcal_mol=1201.9 e_homo_ev=-6.74 max_force_ev_per_a=19.00 total_charge=0
Cl 1.77867 1.06822 -2.69123
C 2.04796 1.43772 -0.92613
C 3.41708 2.16799 -0.58873
Cl 3.30165 3.87718 -1.00743
H 2.00600 0.51386 -0.34922
H 1.23075 2.10652 -0.65596
H 4.26916 1.52701 -0.81504
H 3.46210 2.11162 0.49888
Cl -3.23739 1.73001 -4.49572
C -1.95540 1.62472 -3.25268
C -1.16572 2.96494 -3.10911
Cl -2.14730 4.38635 -2.86791
H -1.31880 0.84353 -3.66811
H -2.41456 1.29344 -2.32126
H -0.56507 3.23055 -3.97904
H -0.42113 2.93240 -2.31374
Cl -1.33345 -0.49292 -2.63986
C -0.69132 -0.60953 -0.94891
C -0.42323 0.81001 -0.46137
Cl -1.81265 1.84154 -0.57678
H 0.15624 -1.29469 -0.93213
H -1.51026 -1.12608 -0.44830
H 0.33399 1.29498 -1.07743
H -0.17441 0.96842 0.58796
Cl -2.28052 1.82066 4.56026
C -1.03678 1.31804 3.43946
C -1.16348 1.97290 2.15712
Cl -2.70572 1.44598 1.30729
H -1.11942 0.23118 3.43806
H -0.09035 1.60877 3.89537
H -0.29350 1.67134 1.57377
H -1.17529 3.05008 2.32337
Cl 0.50086 -0.81220 3.79834
C 1.70798 0.44462 3.35446
C 2.01799 -0.05652 1.91560
Cl 1.09302 0.87139 0.79927
H 2.60012 0.31647 3.96746
H 1.27635 1.43944 3.46464
H 1.90395 -1.12485 1.73185
H 3.01025 0.26506 1.59920
Cl -2.33542 -0.74185 3.29731
C -2.13710 -2.41094 2.64452
C -0.79722 -2.63599 1.80710
Cl -0.31655 -1.33785 0.81467
H -2.96812 -2.61543 1.96947
H -2.20430 -3.10984 3.47825
H -0.97171 -3.51156 1.18176
H 0.11283 -2.89915 2.34622
Cl -0.26582 -2.94616 -1.03965
C -2.09588 -2.97112 -0.66611
C -2.87823 -2.11437 -1.72503
Cl -3.68829 -3.01556 -3.00013
H -2.20222 -2.47134 0.29670
H -2.40475 -4.00098 -0.48695
H -2.21576 -1.40415 -2.21982
H -3.59643 -1.42521 -1.28081
Cl 2.95138 -0.57437 0.45237
C 3.58792 -0.80555 -1.23972
C 2.64309 -1.77408 -1.84732
Cl 1.00352 -1.14734 -1.99458
H 4.61120 -1.16448 -1.12941
H 3.66527 0.09555 -1.84811
H 2.53445 -2.65820 -1.21913
H 2.88968 -2.03017 -2.87771